(1)
The following is a DFT calculation (ωB97M-V with the def2-TZVPD basis set) of a molecular structure, C35H22BF9Fe.

Output
M = 680.20 g/mol
Gap between HOMO and LUMO (alpha / beta) = 5.4 / 3.0 eV
Calculated total energy = -3533.963469 Eh
2S+1 = 5
Total charge = 0
HOMO level (alpha / beta) = -5.50 / -8.27 eV

CARTESIAN COORDINATES (ANGSTROEM)
F: 4.37 -5.12 0.14
C: 3.39 -4.15 0.17
C: 2.08 -4.53 -0.07
C: 1.08 -3.68 0.35
F: -0.14 -3.85 -0.28
C: 1.29 -2.49 1.08
B: 0.12 -1.82 1.78
C: -1.35 -2.31 1.73
C: -2.31 -2.26 0.72
F: -1.91 -1.85 -0.53
C: -3.63 -2.66 0.91
C: -3.95 -3.26 2.13
F: -5.20 -3.81 2.28
C: -3.01 -3.44 3.16
C: -1.74 -2.96 2.92
F: -0.77 -3.18 3.87
C: 0.31 -0.54 2.65
C: -0.46 0.64 2.57
F: -1.29 0.81 1.48
C: -0.34 1.71 3.46
C: 0.57 1.57 4.49
F: 0.54 2.49 5.51
C: 1.37 0.44 4.65
C: 1.22 -0.58 3.73
F: 2.03 -1.69 3.88
H: -0.96 1.50 -0.76
C: 2.64 -2.12 1.15
F: 2.93 -0.80 1.41
C: 3.71 -2.91 0.73
H: 1.83 -5.47 -0.60
H: -4.37 -2.56 0.12
H: -3.24 -3.98 4.08
H: -0.93 2.61 3.34
H: 2.08 0.33 5.46
H: 4.73 -2.59 0.84
C: 3.98 2.06 -1.77
C: 3.23 1.42 -0.72
C: 2.44 0.36 -1.32
C: 2.75 0.31 -2.74
C: 3.72 1.35 -3.02
Fe: 2.09 2.11 -2.28
C: 1.45 3.64 -3.46
C: 1.56 4.02 -2.06
C: 0.76 3.09 -1.29
C: 0.09 2.18 -2.25
C: -0.92 1.20 -1.79
C: -2.39 1.42 -1.96
C: -3.28 0.44 -2.41
C: -4.63 0.76 -2.37
C: -5.06 2.03 -1.94
C: -4.13 2.95 -1.42
C: -2.79 2.62 -1.38
C: 0.59 2.45 -3.55
H: 4.74 2.81 -1.61
H: 3.38 1.56 0.35
H: 1.85 -0.36 -0.78
H: 2.41 -0.47 -3.41
H: 4.23 1.51 -3.96
H: 1.82 4.20 -4.31
H: 2.01 4.90 -1.61
H: 0.56 2.98 -0.21
H: -0.55 0.17 -1.95
H: -2.90 -0.56 -2.67
H: -5.37 0.00 -2.56
H: -6.11 2.30 -1.94
H: -4.42 3.91 -0.98
H: -2.05 3.19 -0.79
H: 0.24 1.93 -4.43

(2)
The following is a DFT calculation (ωB97M-V with the def2-TZVPD basis set) of a molecular structure, C35H22Co2N3O6.

Output
M = 698.44 g/mol
Gap between HOMO and LUMO = 5.6 eV
Calculated total energy = -4728.109252 Eh
2S+1 = 1
Total charge = -1
HOMO level = -3.70 eV

CARTESIAN COORDINATES (ANGSTROEM)
C: 4.84 -2.76 1.15
C: 4.19 -1.78 1.92
C: 2.80 -1.67 1.86
C: 2.08 -2.62 1.11
N: 0.69 -2.56 1.08
C: -0.08 -1.49 1.28
N: -1.35 -1.99 1.17
C: -2.50 -1.21 0.95
C: -2.50 0.08 1.48
C: -3.67 0.85 1.38
C: -4.76 0.37 0.65
C: -4.70 -0.88 0.02
C: -3.55 -1.67 0.15
C: -1.28 -3.40 1.08
C: -2.39 -4.30 1.34
C: -2.27 -5.60 0.81
C: -3.33 -6.49 0.94
C: -4.48 -6.10 1.64
C: -4.57 -4.84 2.25
C: -3.51 -3.94 2.13
N: -0.02 -3.75 0.91
C: 2.71 -3.63 0.39
C: 4.11 -3.67 0.36
H: 5.93 -2.83 1.18
H: 4.76 -1.12 2.57
H: 2.24 -0.90 2.39
H: -1.61 0.44 1.98
H: -3.71 1.81 1.88
H: -5.67 0.96 0.57
H: -5.54 -1.26 -0.56
H: -3.48 -2.64 -0.33
H: -1.34 -5.86 0.30
H: -3.25 -7.48 0.49
H: -5.32 -6.79 1.73
H: -5.46 -4.55 2.82
H: -3.54 -2.97 2.62
H: 2.09 -4.33 -0.17
H: 4.61 -4.42 -0.25
O: 4.04 3.36 0.56
C: 2.96 3.78 0.49
Co: 1.32 4.36 0.21
C: 0.59 4.33 1.82
O: 0.21 4.31 2.91
C: 1.48 5.99 -0.39
O: 1.63 7.09 -0.73
C: 0.96 3.35 -1.53
C: 2.09 3.37 -2.43
C: 2.65 4.55 -2.98
C: 3.94 4.52 -3.49
C: 4.66 3.32 -3.53
C: 4.05 2.12 -3.13
C: 2.75 2.14 -2.65
C: 0.24 2.22 -0.99
C: 0.57 1.08 -0.35
Co: -0.79 3.59 -1.40
C: -0.89 5.19 -2.18
O: -1.14 6.19 -2.70
C: -1.78 3.84 0.10
O: -2.61 4.04 0.88
C: -1.87 2.55 -2.38
O: -2.59 1.86 -2.96
H: 2.05 5.47 -2.99
H: 4.40 5.44 -3.87
H: 5.67 3.31 -3.92
H: 4.58 1.17 -3.19
H: 2.23 1.21 -2.38
H: -0.19 0.38 0.00
H: 1.61 0.83 -0.09

(3)
The following is a DFT calculation (ωB97M-V with the def2-TZVPD basis set) of a molecular structure, C35H23AsCl2NO3PtS4.

Output
M = 974.75 g/mol
Gap between HOMO and LUMO (alpha / beta) = 5.9 / 5.9 eV
Calculated total energy = -6496.407985 Eh
2S+1 = 1
Total charge = -1
HOMO level (alpha / beta) = -3.95 / -3.95 eV

CARTESIAN COORDINATES (ANGSTROEM)
Pt: -2.03 0.17 1.45
O: -8.00 2.19 -1.18
C: -6.95 1.87 -0.68
S: -6.73 0.46 0.36
C: -5.01 0.67 0.66
C: -4.42 1.73 0.08
S: -2.74 2.14 0.22
S: -5.45 2.77 -0.89
S: -4.22 -0.49 1.67
C: 0.74 -6.28 -1.12
C: -0.23 -6.19 -0.14
C: -0.71 -4.94 0.24
C: -0.23 -3.78 -0.36
C: 0.76 -3.88 -1.32
C: 1.25 -5.12 -1.70
As: -1.05 -2.05 0.21
C: -0.47 -0.95 -1.28
C: 0.77 -0.38 -1.46
C: 1.04 0.34 -2.62
C: 0.04 0.53 -3.56
C: -1.22 -0.03 -3.38
C: -1.47 -0.80 -2.25
C: -2.71 -1.54 -1.98
C: -3.84 -1.56 -2.80
C: -4.92 -2.36 -2.47
C: -4.89 -3.14 -1.32
C: -3.77 -3.11 -0.49
C: -2.69 -2.32 -0.82
H: 1.11 -7.25 -1.44
H: -0.62 -7.09 0.32
H: -1.47 -4.87 1.01
H: 1.16 -2.99 -1.79
H: 2.02 -5.19 -2.46
H: 1.54 -0.49 -0.70
H: 2.02 0.76 -2.78
H: 0.24 1.11 -4.46
H: -1.99 0.12 -4.12
H: -3.87 -0.95 -3.69
H: -5.79 -2.38 -3.11
H: -5.74 -3.76 -1.06
H: -3.77 -3.69 0.43
Cl: 2.73 5.75 3.09
C: 2.84 5.22 1.43
C: 2.35 6.06 0.46
C: 2.45 5.69 -0.87
C: 3.03 4.48 -1.19
C: 3.49 3.63 -0.20
Cl: 4.21 2.13 -0.72
C: 3.43 3.97 1.16
N: 3.96 3.25 2.22
C: 3.89 1.83 2.44
C: 5.07 1.09 2.40
C: 5.08 -0.24 2.76
C: 3.91 -0.84 3.20
C: 2.74 -0.11 3.26
C: 2.71 1.23 2.88
C: 1.41 1.99 2.99
C: 0.21 1.15 2.55
O: -0.65 0.86 3.39
O: 0.14 0.79 1.33
H: 1.89 7.00 0.74
H: 2.08 6.34 -1.65
H: 3.15 4.19 -2.22
H: 3.81 3.75 3.09
H: 5.98 1.59 2.07
H: 6.01 -0.81 2.71
H: 3.91 -1.88 3.50
H: 1.82 -0.58 3.59
H: 1.42 2.90 2.38
H: 1.24 2.27 4.03

(4)
The following is a DFT calculation (ωB97M-V with the def2-TZVPD basis set) of a molecular structure, C35H24ClN3O6PPdS.

Output
M = 787.51 g/mol
Gap between HOMO and LUMO = 7.1 eV
Calculated total energy = -3291.611655 Eh
2S+1 = 1
Total charge = -1
HOMO level = -5.36 eV

CARTESIAN COORDINATES (ANGSTROEM)
Pd: 0.57 0.28 -0.38
Cl: -2.56 6.92 -2.06
C: -2.10 5.32 -1.55
C: -2.83 4.68 -0.53
C: -2.49 3.43 -0.11
C: -1.38 2.71 -0.67
O: -1.12 1.54 -0.21
C: -0.67 3.37 -1.71
C: 0.45 2.80 -2.44
O: 0.98 1.72 -2.27
C: -1.05 4.67 -2.13
H: -3.67 5.20 -0.08
H: -3.04 2.93 0.68
H: 0.85 3.46 -3.24
H: -0.50 5.15 -2.92
O: 2.33 -1.34 -1.73
C: 2.10 -0.87 -0.64
C: 3.05 -1.18 0.51
C: 4.01 -2.18 0.41
C: 4.81 -2.45 1.51
C: 4.64 -1.73 2.69
C: 3.70 -0.72 2.78
C: 2.91 -0.44 1.67
P: 1.66 0.86 1.52
C: 1.01 1.05 3.20
C: 0.16 0.05 3.67
C: -0.33 0.10 4.96
C: 0.01 1.17 5.79
C: 0.84 2.17 5.33
C: 1.34 2.12 4.03
C: 2.62 2.38 1.21
C: 4.01 2.44 1.28
C: 4.67 3.62 0.97
C: 3.95 4.75 0.60
C: 2.56 4.69 0.53
C: 1.91 3.51 0.82
H: 4.11 -2.73 -0.52
H: 5.54 -3.25 1.46
H: 5.26 -1.96 3.55
H: 3.58 -0.15 3.69
H: -0.12 -0.77 3.02
H: -0.99 -0.68 5.32
H: -0.38 1.21 6.80
H: 1.10 3.00 5.97
H: 1.99 2.90 3.67
H: 4.58 1.57 1.57
H: 5.75 3.66 1.02
H: 4.47 5.67 0.35
H: 1.99 5.56 0.22
H: 0.83 3.46 0.73
O: -5.16 -8.61 -2.98
S: -4.08 -7.83 -2.40
O: -4.15 -7.65 -0.97
O: -2.76 -8.14 -2.92
C: -4.35 -6.14 -3.02
N: -5.37 -5.89 -3.84
C: -5.51 -4.64 -4.25
C: -4.67 -3.61 -3.86
C: -3.64 -3.98 -3.01
N: -3.48 -5.22 -2.59
C: -2.63 -2.99 -2.48
C: -2.67 -1.64 -2.78
C: -1.72 -0.79 -2.23
N: -0.76 -1.22 -1.42
C: -0.72 -2.53 -1.13
C: -1.63 -3.44 -1.63
H: -6.34 -4.44 -4.92
H: -4.82 -2.60 -4.22
H: -3.42 -1.22 -3.44
H: -1.73 0.27 -2.43
H: 0.08 -2.85 -0.48
H: -1.57 -4.49 -1.37

(5)
The following is a DFT calculation (ωB97M-V with the def2-TZVPD basis set) of a molecular structure, C35H25AsClF3HgNO5S2.

Output
M = 971.68 g/mol
Gap between HOMO and LUMO (alpha / beta) = 5.7 / 7.3 eV
Calculated total energy = -5725.156824 Eh
2S+1 = 2
Total charge = -2
HOMO level (alpha / beta) = -1.61 / -3.21 eV

CARTESIAN COORDINATES (ANGSTROEM)
Hg: -2.18 0.52 -0.90
C: 5.79 -0.05 0.00
C: 5.35 1.26 -0.16
C: 4.00 1.53 -0.30
C: 3.07 0.50 -0.27
C: 3.51 -0.81 -0.09
C: 4.86 -1.08 0.03
As: 1.11 0.75 -0.41
C: 1.01 0.25 -2.29
C: 0.97 -1.04 -2.81
C: 0.89 -1.21 -4.18
C: 0.83 -0.11 -5.03
C: 0.86 1.18 -4.51
C: 0.95 1.36 -3.13
C: 0.98 2.67 -2.44
C: 0.86 3.91 -3.04
C: 0.85 5.06 -2.26
C: 0.95 4.97 -0.88
C: 1.06 3.73 -0.27
C: 1.09 2.59 -1.05
H: 6.85 -0.26 0.10
H: 6.07 2.07 -0.19
H: 3.67 2.55 -0.44
H: 2.79 -1.62 -0.05
H: 5.19 -2.11 0.16
H: 0.97 -1.90 -2.15
H: 0.85 -2.22 -4.59
H: 0.75 -0.25 -6.10
H: 0.80 2.03 -5.17
H: 0.75 4.00 -4.12
H: 0.73 6.03 -2.74
H: 0.89 5.87 -0.28
H: 1.10 3.66 0.81
C: -1.54 -0.09 2.81
C: -1.10 1.32 3.05
C: -0.02 1.62 3.86
C: 0.37 2.94 4.06
Cl: 1.73 3.28 5.11
C: -0.31 3.98 3.46
C: -1.39 3.70 2.63
C: -1.78 2.38 2.43
O: -2.84 2.02 1.66
C: -3.57 3.06 1.01
C: -2.79 3.77 -0.12
O: -2.94 5.00 -0.19
O: -2.12 3.03 -0.88
H: -0.98 -0.78 3.44
H: -1.38 -0.38 1.77
H: -2.61 -0.20 3.01
H: 0.53 0.82 4.34
H: 0.01 5.00 3.62
H: -1.90 4.51 2.13
H: -3.90 3.79 1.75
H: -4.43 2.55 0.58
F: -5.04 0.64 -2.13
C: -4.35 -0.15 -1.25
F: -4.48 -1.41 -1.75
F: -5.12 -0.15 -0.11
O: 0.15 -6.87 -1.91
S: 0.63 -6.38 -0.64
O: 1.79 -7.05 -0.09
N: 0.84 -4.77 -0.66
C: 0.02 -4.14 0.17
S: -0.04 -2.49 0.45
C: -0.91 -5.08 0.90
C: -1.91 -4.77 1.82
C: -2.64 -5.81 2.36
C: -2.40 -7.14 2.00
C: -1.40 -7.44 1.08
C: -0.68 -6.39 0.55
H: -2.08 -3.73 2.08
H: -3.43 -5.59 3.08
H: -2.99 -7.93 2.44
H: -1.20 -8.46 0.79

(6)
The following is a DFT calculation (ωB97M-V with the def2-TZVPD basis set) of a molecular structure, C35H25Br2ClF4N2PPt.

Output
M = 970.90 g/mol
Gap between HOMO and LUMO (alpha / beta) = 6.4 / 7.3 eV
Calculated total energy = -7926.287149 Eh
2S+1 = 3
Total charge = +1
HOMO level (alpha / beta) = -9.18 / -11.59 eV

CARTESIAN COORDINATES (ANGSTROEM)
Pt: 10.07 12.70 9.47
F: 6.69 19.62 9.13
C: 7.50 18.58 9.19
C: 8.81 18.67 8.75
F: 9.24 19.81 8.21
C: 9.69 17.60 8.86
F: 10.93 17.83 8.45
C: 9.29 16.38 9.45
P: 10.49 14.96 9.60
C: 11.23 15.38 11.20
C: 10.97 14.54 12.27
C: 11.43 14.82 13.54
C: 12.22 15.95 13.76
C: 12.51 16.79 12.70
C: 11.97 16.54 11.44
C: 11.62 15.32 8.22
C: 11.04 15.33 6.94
C: 11.79 15.70 5.82
C: 13.15 15.96 5.97
C: 13.74 15.88 7.22
C: 12.97 15.56 8.35
C: 8.00 16.35 9.94
Br: 7.42 14.98 11.10
C: 7.11 17.42 9.80
F: 5.92 17.37 10.40
H: 10.40 13.63 12.10
H: 11.21 14.13 14.34
H: 12.65 16.14 14.72
H: 13.14 17.68 12.85
H: 12.21 17.25 10.65
H: 10.00 15.15 6.84
H: 11.31 15.74 4.84
H: 13.76 16.18 5.09
H: 14.80 16.04 7.34
H: 13.48 15.55 9.30
Cl: 6.48 10.01 6.22
C: 6.65 10.71 7.78
C: 5.78 10.46 8.81
C: 6.03 11.06 10.04
C: 7.11 11.91 10.17
N: 7.95 12.19 9.15
C: 7.70 11.60 7.98
H: 4.94 9.78 8.70
H: 5.41 10.85 10.90
H: 7.39 12.33 11.14
H: 8.34 11.90 7.14
C: 12.22 12.69 9.75
C: 12.77 11.38 10.22
C: 13.07 10.38 9.23
C: 13.05 9.07 9.56
C: 12.43 8.67 10.86
C: 12.74 9.67 11.92
C: 12.79 10.99 11.60
H: 12.66 12.90 8.77
H: 12.62 13.48 10.38
H: 13.39 10.70 8.23
H: 13.34 8.30 8.85
H: 12.76 7.68 11.17
H: 12.82 9.34 12.96
H: 12.89 11.77 12.36
Br: 9.55 10.64 12.19
C: 10.18 9.90 10.58
C: 10.81 8.57 10.63
C: 10.43 7.81 9.40
C: 10.22 8.50 8.27
C: 10.24 9.90 8.30
N: 10.10 10.58 9.48
H: 10.48 8.04 11.53
H: 10.42 6.73 9.44
H: 10.01 7.98 7.33
H: 10.33 10.52 7.40

(7)
The following is a DFT calculation (ωB97M-V with the def2-TZVPD basis set) of a molecular structure, C35H26BrF5N2O4OsS2.

Output
M = 967.86 g/mol
Gap between HOMO and LUMO (alpha / beta) = 6.7 / 7.2 eV
Calculated total energy = -5720.025139 Eh
2S+1 = 5
Total charge = 0
HOMO level (alpha / beta) = -7.21 / -7.87 eV

CARTESIAN COORDINATES (ANGSTROEM)
Os: 0.12 0.24 -0.27
C: -4.54 7.02 -2.88
C: -3.81 5.75 -2.58
C: -3.54 5.37 -1.26
C: -2.86 4.19 -0.99
C: -2.45 3.39 -2.04
C: -2.70 3.75 -3.36
C: -3.38 4.92 -3.62
S: -1.49 1.93 -1.73
O: -0.09 2.36 -1.71
O: -1.81 0.92 -2.70
N: -1.78 1.44 -0.22
C: -2.90 0.65 0.07
C: -4.20 1.05 -0.14
C: -5.28 0.21 0.20
C: -5.06 -1.03 0.72
C: -3.74 -1.49 0.93
C: -3.44 -2.80 1.36
C: -2.13 -3.17 1.51
C: -1.12 -2.22 1.30
N: -1.36 -1.00 0.88
C: -2.66 -0.63 0.64
H: -4.73 7.60 -1.97
H: -5.50 6.81 -3.35
H: -3.96 7.64 -3.57
H: -3.87 6.00 -0.45
H: -2.66 3.88 0.03
H: -2.36 3.10 -4.15
H: -3.59 5.21 -4.64
H: -4.40 2.02 -0.58
H: -6.29 0.56 0.02
H: -5.89 -1.68 0.97
H: -4.24 -3.50 1.55
H: -1.86 -4.17 1.83
H: -0.08 -2.47 1.48
F: 3.39 2.45 -5.76
C: 2.89 1.59 -4.87
C: 3.13 1.75 -3.52
F: 3.88 2.77 -3.09
C: 2.58 0.87 -2.63
F: 2.84 1.05 -1.32
C: 1.76 -0.20 -3.00
S: 1.03 -1.30 -1.85
C: 1.58 -0.36 -4.38
F: 0.85 -1.38 -4.83
C: 2.13 0.51 -5.30
F: 1.92 0.33 -6.60
Br: 1.93 6.96 -0.18
C: 2.15 5.20 0.48
C: 3.42 4.72 0.74
C: 3.58 3.45 1.24
C: 2.46 2.65 1.48
C: 1.19 3.15 1.22
C: 1.03 4.43 0.72
C: 2.65 1.35 2.14
O: 3.58 1.03 2.81
O: 1.55 0.46 1.96
H: 4.28 5.35 0.53
H: 4.56 3.05 1.45
H: 0.31 2.55 1.43
H: 0.04 4.80 0.49
C: -0.81 -1.18 5.72
C: 0.67 -1.36 5.39
C: 1.53 -0.56 6.39
C: 1.04 -2.85 5.46
C: 0.97 -0.78 4.07
C: 1.25 -0.25 3.04
H: -1.00 -1.51 6.75
H: -1.44 -1.76 5.04
H: -1.10 -0.13 5.64
H: 1.39 -0.94 7.40
H: 1.25 0.49 6.36
H: 2.59 -0.64 6.12
H: 0.93 -3.20 6.48
H: 2.08 -3.01 5.15
H: 0.39 -3.44 4.82